ORCA calculation (ωB97M-V/def2-TZVPD) on C18H22N2O4 in the gas phase.

Results
- structure (SMILES) = CCOc1cc(C(=O)Nc2cccnc2)cc(OCC)c1OCC
- multiplicity = 1
- LUMO level (eV) = 0.6003

Last column: Mulliken charge in e.
Positions of all 46 atoms, in Å:
C 3.355461 4.049328 -0.070518  -1.425
C 2.063325 3.255540 0.047736  -0.425
H 1.486672 3.327718 -0.884125  0.425
H 1.452534 3.643680 0.872729  0.386
O 2.418840 1.908201 0.297804  -0.228
C 1.435613 0.970429 0.431913  0.852
C 0.089516 1.286624 0.363628  -0.556
C -0.895879 0.321470 0.546565  0.169
C -0.510400 -0.984938 0.796111  -0.844
C 0.834922 -1.336996 0.848274  -0.189
C 1.836349 -0.363066 0.669253  0.474
O 3.124847 -0.785283 0.830131  -0.557
C 4.224433 -0.134768 0.212336  -0.342
C 4.148115 -0.147065 -1.309585  -0.982
H 5.046224 0.306772 -1.719250  0.402
H 4.070771 -1.167392 -1.679060  0.281
H 3.284968 0.418421 -1.651809  0.211
H 4.329524 0.887849 0.580556  0.247
H 5.083596 -0.723076 0.549168  0.411
O 1.056908 -2.649512 1.159101  -0.535
C 2.096003 -3.377921 0.523916  -0.189
C 1.908293 -3.448029 -0.987816  -1.044
H 1.940625 -2.450036 -1.419875  0.240
H 0.946272 -3.895338 -1.228157  0.306
H 2.697355 -4.050523 -1.429519  0.364
H 3.075208 -2.959895 0.770386  0.165
H 2.014875 -4.376272 0.962395  0.402
H -1.214124 -1.777536 0.999317  0.467
C -2.306436 0.794152 0.483060  0.510
O -2.599344 1.963564 0.625414  -0.664
N -3.219260 -0.193798 0.226752  -0.057
C -4.602366 -0.094155 0.122276  0.525
C -5.329704 -1.244378 -0.186317  -0.621
C -6.705446 -1.165588 -0.290889  -0.397
C -7.311185 0.064858 -0.082287  -0.320
N -6.630778 1.159043 0.210717  -0.562
C -5.318717 1.092514 0.311838  -0.336
H -4.808837 2.012614 0.551784  0.624
H -8.384014 0.182508 -0.151764  0.361
H -7.292276 -2.039590 -0.528311  0.372
H -4.816283 -2.184897 -0.340071  0.350
H -2.849594 -1.121251 0.069707  0.075
H -0.239851 2.297845 0.192877  0.596
H 3.961558 3.658975 -0.884009  0.294
H 3.923799 3.976011 0.852816  0.314
H 3.127877 5.093171 -0.265181  0.447

Forces on atoms 1 to 6 (eV/Å):
-0.31 -0.33 0.06
0.01 0.42 -0.08
0.00 -0.04 0.14
0.00 -0.08 -0.12
0.03 -0.38 0.10
-0.09 -0.06 -0.01

ORCA calculation (ωB97M-V/def2-TZVPD) on C4H7N3 in the gas phase in a non-equilibrium geometry.

Results
- structure (SMILES) = [H]/N=C/C[C@H](N)C#N
- multiplicity = 1
- LUMO level (eV) = 0.8190

Last column: Mulliken charge in e.
Positions of all 14 atoms, in Å:
C 0.772066 1.311893 0.697457  0.162
C -0.380927 -0.017352 -1.676266  -0.102
C -0.793199 -0.383152 -0.280958  -0.618
C 0.475588 -0.101176 0.774197  0.105
N 1.070766 2.425862 0.837676  -0.487
N 0.754466 -0.317046 -2.118519  -0.515
N 0.148655 -0.564443 2.104935  -0.623
H -1.263849 0.229486 -2.449525  0.277
H -1.792016 0.055191 -0.125057  0.314
H -0.933538 -1.508198 -0.202056  0.345
H 1.348210 -0.480681 0.409963  0.326
H 0.754027 -0.223454 -3.130138  0.257
H 0.664463 -0.080928 2.823737  0.301
H -0.824712 -0.346001 2.334553  0.259

Forces on atoms 1 to 6 (eV/Å):
0.40 2.94 0.99
-2.37 -1.14 -1.90
1.59 -1.01 1.05
-4.53 1.27 -0.63
-0.45 -1.41 -0.47
0.50 0.12 -0.16

ORCA calculation (ωB97M-V/def2-TZVPD) on C7H7BrO3 in the gas phase.

Results
- structure (SMILES) = CC[C@@H](Br)C1=CC(=O)OC1=O
- multiplicity = 1
- LUMO level (eV) = -0.9605

Last column: Mulliken charge in e.
Positions of all 18 atoms, in Å:
C 1.979789 -0.518351 0.563366  -1.121
C 1.588138 0.642087 -0.342409  -0.652
C 0.347932 0.396911 -1.214450  -0.097
Br 0.768495 -0.980219 -2.524599  -0.083
C -0.857118 0.075539 -0.372992  0.366
C -1.406382 0.902759 0.521344  -0.431
C -2.561331 0.209770 1.151564  0.308
O -3.111281 0.465249 2.177504  -0.495
O -2.834024 -0.899910 0.385505  -0.280
C -1.665201 -1.192151 -0.327734  0.302
O -1.413130 -2.292816 -0.681858  -0.449
H 2.378908 -1.356876 -0.004103  0.328
H 2.762953 -0.182661 1.245379  0.374
H 1.154252 -0.873448 1.181158  0.297
H 2.425176 0.851434 -1.010526  0.381
H 1.419703 1.541601 0.254494  0.399
H 0.134403 1.302151 -1.779738  0.380
H -1.111281 1.908929 0.778095  0.471

Forces on atoms 1 to 6 (eV/Å):
0.15 0.11 0.16
0.13 -0.18 -0.10
0.25 -0.19 0.48
-0.09 0.11 -0.15
-0.11 0.49 -0.02
0.02 -0.25 -0.43

ORCA calculation (ωB97M-V/def2-TZVPD) on a molecular structure, C28H18Cl5N8O3Ti in a non-equilibrium geometry.

Results
- total charge = +1
- multiplicity = 1
- LUMO level (eV) = -3.7413

Last column: Mulliken charge in e.
Positions of all 63 atoms, in Å:
Ti 0.596056 0.372294 -0.421398  -0.864
O 2.005801 1.273837 -1.064586  -1.001
C 2.553296 2.353173 -0.483022  0.749
C 3.127795 3.341783 -1.282064  -0.593
C 3.721107 4.445287 -0.708193  -0.518
C 3.780907 4.584010 0.681161  -0.744
C 3.253389 3.599408 1.479967  -0.713
C 2.622980 2.473793 0.926279  0.962
C 2.250737 1.373929 1.783251  -0.690
N 1.554283 0.392729 1.332718  1.226
N 1.476446 -0.817385 2.003362  -1.037
C 1.277857 -1.742869 1.106280  0.643
O 1.189612 -1.430876 -0.169797  -0.240
C 1.123107 -3.146008 1.520039  0.572
C 1.197361 -3.505225 2.865356  -0.325
C 1.016285 -4.826422 3.232475  -0.678
C 0.759242 -5.791586 2.265738  -0.389
C 0.685550 -5.435897 0.926750  -0.862
C 0.867709 -4.114400 0.552124  -0.226
H 3.086974 3.221917 -2.356536  0.466
H 4.150848 5.207497 -1.344382  0.427
H 4.256193 5.448779 1.121791  0.427
H 3.314074 3.679012 2.558699  0.434
H 2.660945 1.307429 2.788832  0.461
H 1.397022 -2.741331 3.603731  0.491
H 1.079087 -5.107669 4.275062  0.410
H 0.620638 -6.823651 2.559543  0.410
H 0.492271 -6.189479 0.174919  0.427
H 0.822494 -3.819404 -0.488083  0.477
Cl -4.257387 6.159418 -0.082568  -0.162
C -3.119691 4.879335 -0.048037  0.269
C -2.372054 4.637435 1.102913  -0.018
Cl -2.588200 5.611444 2.494905  -0.176
C -1.445164 3.602317 1.119376  0.656
Cl -0.529905 3.277895 2.545404  -0.148
C -1.234352 2.796440 -0.005255  -1.263
O -0.322278 1.828541 0.001872  0.439
C -1.999723 3.045058 -1.143353  0.670
Cl -1.744426 2.048620 -2.522819  -0.181
C -2.934548 4.074579 -1.170996  -0.008
Cl -3.854266 4.351143 -2.588542  -0.173
N -1.788130 0.009603 2.101843  -0.086
C -1.969345 -0.849941 1.100255  0.441
N -2.822725 -1.848125 1.293066  -0.806
C -3.004726 -2.664964 0.261047  0.255
N -3.861675 -3.673928 0.400534  -0.337
N -2.380696 -2.552058 -0.938992  -0.747
C -1.539338 -1.560691 -1.020363  -0.864
N -1.285955 -0.654739 -0.060308  0.454
C -0.795495 -1.378199 -2.297035  1.874
C -1.027237 -2.188329 -3.388421  -0.565
C -0.308946 -1.953620 -4.552935  -0.618
C 0.610823 -0.919823 -4.585119  -0.959
C 0.803282 -0.163926 -3.441973  -0.391
N 0.117770 -0.390630 -2.321511  0.976
H -2.265170 -0.170020 2.968344  0.275
H -1.142797 0.779664 2.036402  -0.074
H -4.343834 -3.791667 1.274113  0.261
H -4.016673 -4.309177 -0.361309  0.241
H -1.762469 -2.975030 -3.310860  0.591
H -0.465968 -2.574903 -5.424219  0.468
H 1.184092 -0.702915 -5.474521  0.475
H 1.527140 0.638520 -3.400954  0.529

Forces on atoms 1 to 6 (eV/Å):
-0.05 -0.31 -0.42
0.90 0.72 -0.45
0.27 0.19 0.11
-0.12 -0.05 -0.07
-0.02 0.00 0.07
0.02 0.03 -0.05

Q: Which Kohn-Sham gap values were calculated for the entries above? A: 0.329 0.408 0.346 0.272, in Eh.
Q: Which relative energy (zero: lowest compared OMol25 entry of this formula, charge and spin) values were calculated for the entries above? A: 66.28 38.46 0.00 14.98, in kcal per mole.